[1]
Molecular formula: C19H28N4O4S
Method: DFT, the ωB97M-V functional and the def2-TZVPD basis

Last column: natural (NBO) charge in e.
CARTESIAN COORDINATES (ANGSTROEM)
O1 -1.553 1.034 -1.681  -0.6268
C1 -2.064 0.818 -0.598  0.7078
C2 -3.026 1.826 0.002  -0.4771
C3 -3.534 1.586 1.424  -0.5081
C4 -2.417 1.352 2.429  0.7110
O2 -2.161 0.203 2.767  -0.6573
N1 -1.765 2.402 2.959  -0.4294
C5 -1.857 3.783 2.552  -0.2152
C6 -0.698 4.156 1.607  -0.4649
C7 0.440 3.121 1.718  0.5668
C8 0.659 2.772 3.199  -0.4531
C9 -0.607 2.137 3.794  -0.2325
O3 0.097 1.977 0.955  -0.5631
C10 1.171 1.672 0.089  -0.1015
C11 1.890 3.013 -0.052  -0.0943
O4 1.642 3.642 1.189  -0.5308
N2 -1.841 -0.341 0.077  -0.6419
C12 -0.974 -1.281 -0.402  0.2071
N3 -0.663 -2.356 0.239  -0.2974
N4 0.196 -3.129 -0.418  -0.2753
C13 0.552 -2.676 -1.564  0.0645
C14 1.537 -3.322 -2.469  -0.2808
C15 1.685 -4.811 -2.154  -0.3898
C16 2.723 -5.449 -3.071  -0.3948
C17 4.069 -4.747 -2.927  -0.3960
C18 3.928 -3.261 -3.242  -0.3963
C19 2.894 -2.616 -2.326  -0.3831
S1 -0.195 -1.129 -1.963  0.3704
H1 -3.883 1.866 -0.678  0.2444
H2 -2.524 2.791 -0.073  0.2317
H3 -4.152 0.685 1.441  0.2407
H4 -4.163 2.425 1.725  0.2291
H5 -2.817 3.985 2.082  0.2147
H6 -1.795 4.387 3.464  0.2032
H7 -1.023 4.189 0.567  0.2157
H8 -0.288 5.132 1.865  0.2275
H9 0.927 3.697 3.710  0.2128
H10 1.501 2.087 3.277  0.2301
H11 -0.507 1.053 3.853  0.2575
H12 -0.795 2.530 4.799  0.1969
H13 0.760 1.303 -0.850  0.2195
H14 1.820 0.913 0.545  0.1741
H15 2.968 2.924 -0.181  0.1979
H16 1.462 3.605 -0.871  0.1699
H17 -2.119 -0.470 1.054  0.4617
H18 1.192 -3.198 -3.502  0.2102
H19 1.986 -4.918 -1.111  0.2163
H20 0.720 -5.305 -2.271  0.2161
H21 2.827 -6.507 -2.826  0.2094
H22 2.386 -5.377 -4.108  0.1903
H23 4.801 -5.201 -3.599  0.2060
H24 4.432 -4.866 -1.904  0.1946
H25 4.890 -2.759 -3.119  0.2077
H26 3.618 -3.138 -4.282  0.1925
H27 3.222 -2.695 -1.287  0.2043
H28 2.783 -1.557 -2.569  0.2069

The value obtained for the frontier orbital gap is 9.28 eV. The energy above the lowest of the compared OMol25 structures with the same formula, charge and spin comes out at 0.512 eV. Its structure (SMILES) is O=C(CCC(=O)N1CCC2(CC1)OCCO2)Nc1nnc(C2CCCCC2)s1. The LUMO energy is 0.61 eV. The value obtained for the highest occupied orbital energy is -8.668 eV.

[2]
Molecular formula: C19H28N4O4S2
Method: DFT, the ωB97M-V functional and the def2-TZVPD basis

Last column: natural (NBO) charge in e.
CARTESIAN COORDINATES (ANGSTROEM)
C1 -2.203 -0.080 4.269  -0.7497
S1 -2.528 1.537 5.017  0.2031
C2 -0.858 2.279 4.821  -0.5830
C3 -0.640 2.566 3.397  0.4436
N1 -0.302 1.731 2.473  -0.2958
N2 -0.304 2.396 1.296  -0.3484
C4 -0.650 3.615 1.566  0.6166
N3 -0.787 4.685 0.739  -0.6367
C5 -0.556 4.738 -0.631  0.6949
O1 -0.491 5.807 -1.180  -0.5423
C6 -0.426 3.415 -1.292  -0.1299
C7 -1.479 2.506 -1.249  -0.1801
C8 -1.335 1.265 -1.840  -0.1395
C9 -0.140 0.938 -2.453  -0.3260
S2 0.099 -0.734 -3.061  2.3473
O2 -1.172 -1.201 -3.534  -0.9425
O3 1.214 -0.730 -3.964  -0.9417
N4 0.526 -1.585 -1.714  -0.7038
C10 1.920 -1.830 -1.434  -0.2150
C11 2.435 -1.274 -0.097  -0.2292
C12 2.182 0.223 0.044  -0.6109
C13 3.928 -1.577 0.011  -0.5998
C14 -0.506 -2.100 -0.845  -0.2121
C15 -1.269 -3.306 -1.417  -0.2389
C16 -2.300 -3.778 -0.394  -0.6035
C17 -0.316 -4.439 -1.784  -0.6099
C18 0.888 1.854 -2.552  -0.1831
C19 0.742 3.106 -1.980  -0.1725
O4 -0.877 3.806 2.887  -0.4180
H1 -1.597 -0.676 4.946  0.2135
H2 -1.691 0.067 3.321  0.2450
H3 -3.167 -0.554 4.114  0.2331
H4 -0.126 1.566 5.196  0.2498
H5 -0.856 3.195 5.407  0.2542
H6 -0.944 5.576 1.196  0.4312
H7 -2.404 2.773 -0.761  0.2215
H8 -2.140 0.547 -1.846  0.2298
H9 2.464 -1.371 -2.260  0.2366
H10 2.117 -2.909 -1.460  0.1935
H11 1.922 -1.788 0.723  0.1897
H12 2.579 0.580 0.991  0.2128
H13 2.671 0.767 -0.761  0.1970
H14 1.120 0.450 0.022  0.2241
H15 4.474 -1.075 -0.785  0.2030
H16 4.317 -1.231 0.966  0.2112
H17 4.114 -2.646 -0.068  0.2066
H18 -1.216 -1.293 -0.636  0.2037
H19 -0.039 -2.385 0.100  0.2074
H20 -1.783 -2.978 -2.323  0.2325
H21 -2.882 -4.603 -0.798  0.2139
H22 -1.809 -4.120 0.516  0.1960
H23 -2.983 -2.973 -0.134  0.2050
H24 0.259 -4.758 -0.915  0.1936
H25 0.367 -4.115 -2.565  0.2150
H26 -0.876 -5.294 -2.157  0.2133
H27 1.783 1.573 -3.084  0.2442
H28 1.532 3.839 -2.045  0.2295

The value obtained for the frontier orbital gap is 9.30 eV. The energy above the lowest of the compared OMol25 structures with the same formula, charge and spin comes out at 1.456 eV. Its structure (SMILES) is CSCc1nnc(NC(=O)c2ccc(S(=O)(=O)N(CC(C)C)CC(C)C)cc2)o1. The LUMO energy is 0.25 eV. The value obtained for the highest occupied orbital energy is -9.052 eV.

[3]
Molecular formula: C19H28N8O2
Method: DFT, the ωB97M-V functional and the def2-TZVPD basis

Last column: natural (NBO) charge in e.
CARTESIAN COORDINATES (ANGSTROEM)
C1 -0.258 -3.724 -2.571  -0.6341
C2 0.080 -3.218 -1.196  -0.0607
C3 -0.502 -3.764 -0.058  0.0321
N1 -0.234 -3.373 1.186  -0.4200
C4 0.646 -2.391 1.344  0.0796
C5 1.278 -1.754 0.282  -0.1922
C6 2.189 -0.601 0.582  0.6755
O1 2.756 -0.494 1.662  -0.6597
N2 2.259 0.326 -0.396  -0.6456
C7 2.939 1.601 -0.259  -0.0440
C8 4.289 1.604 -0.965  -0.6073
C9 2.004 2.696 -0.766  -0.4317
C10 0.664 2.689 -0.023  -0.1998
N3 -0.483 2.177 -0.795  -0.6454
C11 -0.488 0.886 -1.273  0.7333
O2 0.238 0.501 -2.179  -0.6510
C12 -1.544 -0.073 -0.707  -0.1841
C13 -2.233 -0.872 -1.814  -0.4114
C14 -3.518 -0.081 -2.047  -0.4055
C15 -3.897 0.332 -0.633  -0.2142
N4 -2.613 0.615 0.028  -0.4514
C16 -2.660 0.330 1.456  -0.2566
C17 -1.517 0.913 2.216  0.2619
N5 -1.473 2.199 2.619  -0.2813
N6 -0.368 2.329 3.300  -0.0404
N7 0.215 1.156 3.294  0.0142
C18 1.459 0.901 4.001  -0.4132
N8 -0.455 0.234 2.626  -0.2624
C19 0.988 -2.186 -1.005  -0.1457
H1 0.446 -4.495 -2.889  0.2261
H2 -1.259 -4.155 -2.595  0.2182
H3 -0.219 -2.915 -3.300  0.2228
H4 -1.229 -4.566 -0.156  0.1888
H5 0.851 -2.072 2.358  0.2161
H6 1.650 0.229 -1.199  0.4321
H7 3.107 1.757 0.809  0.2108
H8 4.779 2.573 -0.858  0.2093
H9 4.941 0.841 -0.541  0.2213
H10 4.163 1.402 -2.031  0.2064
H11 2.498 3.657 -0.612  0.2171
H12 1.844 2.594 -1.841  0.2282
H13 0.777 2.112 0.901  0.1757
H14 0.396 3.700 0.280  0.2159
H15 -1.335 2.312 -0.254  0.4122
H16 -0.970 -0.739 -0.046  0.2514
H17 -1.601 -0.967 -2.694  0.2395
H18 -2.465 -1.878 -1.457  0.2081
H19 -3.326 0.799 -2.665  0.2072
H20 -4.298 -0.668 -2.529  0.2191
H21 -4.538 1.214 -0.599  0.2055
H22 -4.423 -0.492 -0.130  0.1716
H23 -3.571 0.782 1.852  0.2289
H24 -2.709 -0.751 1.656  0.1991
H25 1.648 -0.165 3.960  0.2489
H26 2.276 1.420 3.509  0.2324
H27 1.350 1.239 5.028  0.2195
H28 1.459 -1.727 -1.866  0.2290

The value obtained for the frontier orbital gap is 9.70 eV. The energy above the lowest of the compared OMol25 structures with the same formula, charge and spin comes out at 0.667 eV. Its structure (SMILES) is Cc1cncc(C(=O)N[C@@H](C)CCNC(=O)[C@@H]2CCCN2Cc2nnn(C)n2)c1. The LUMO energy is 0.65 eV. The value obtained for the highest occupied orbital energy is -9.047 eV.

[4]
Molecular formula: C19H28NO4Pd
Method: DFT, the ωB97M-V functional and the def2-TZVPD basis

Last column: Löwdin spin population.
CARTESIAN COORDINATES (ANGSTROEM)
O1 0.080 6.285 -2.300  0.0011
C1 0.058 6.504 -3.757  0.0001
C2 0.376 7.954 -3.834  0.0001
H1 -0.947 6.327 -4.175  0.0000
H2 0.824 5.874 -4.211  0.0000
C3 0.396 7.689 -2.311  0.0000
H3 -0.474 8.519 -4.219  0.0000
H4 1.323 8.089 -4.366  0.0000
C4 -0.677 8.466 -1.578  0.0000
H5 -1.667 8.216 -1.960  0.0000
H6 -0.523 9.544 -1.682  0.0000
H7 -0.666 8.201 -0.517  0.0000
C5 1.784 7.939 -1.774  0.0000
H8 2.513 7.332 -2.318  0.0000
H9 1.838 7.673 -0.714  0.0000
H10 2.066 8.984 -1.903  0.0000
Pd1 0.399 0.599 0.116  1.1344
C6 2.033 -1.010 0.663  0.2616
C7 1.368 -1.468 -0.520  0.1779
C8 1.585 -0.501 -1.551  0.1802
H11 0.844 -2.413 -0.623  0.0027
C9 2.365 0.584 -0.993  0.1619
C10 2.644 0.257 0.385  0.1515
H12 3.270 0.832 1.059  0.0030
H13 2.108 -1.557 1.597  0.0083
H14 1.262 -0.579 -2.585  0.0062
H15 2.693 1.478 -1.520  0.0082
C11 -0.614 -0.304 2.001  0.2363
C12 0.263 0.767 2.400  0.1988
C13 -0.296 1.995 1.914  0.1574
H16 1.158 0.666 3.007  0.0043
C14 -1.450 1.681 1.123  0.2357
C15 -1.659 0.257 1.197  0.1369
H17 -2.506 -0.271 0.782  0.0016
H18 -0.520 -1.348 2.288  0.0063
H19 0.071 2.986 2.156  0.0043
H20 -2.078 2.376 0.571  0.0096
O2 -1.469 4.087 -2.119  0.0183
C16 -0.132 3.814 -1.496  0.0257
C17 0.870 3.587 -2.622  0.0025
H21 -0.227 2.861 -0.900  0.0136
H22 0.041 4.612 -0.765  0.0009
C18 -0.083 3.572 -3.898  0.0005
H23 1.266 2.572 -2.510  0.0009
H24 1.745 4.253 -2.733  0.0003
C19 -1.367 3.057 -3.210  0.0004
H25 0.488 3.090 -4.715  0.0000
H26 -0.344 4.585 -4.292  0.0000
H27 -1.156 1.990 -2.885  -0.0002
H28 -2.304 3.096 -3.768  0.0000
O3 -1.442 -1.738 -0.692  0.3047
N1 -1.807 -1.149 -1.725  0.2907
O4 -1.440 0.024 -1.963  0.2533

As for the expectation value of S²: 6.021. The value obtained for the frontier orbital gap (alpha / beta) is 7.74 / 5.09 eV. The multiplicity is 5. Its total charge is +1. The LUMO energy (alpha / beta) is -3.56 / -6.51 eV. The value obtained for the highest occupied orbital energy (alpha / beta) is -11.303 / -11.602 eV.

| no. | strongest force on any atom (Eh/bohr) | electronic energy (a.u.) |
| --- | --- | --- |
| 1 | 0.0341 | -1659.0128 |
| 2 | 0.0296 | -2057.1511 |
| 3 | 0.0243 | -1329.3580 |
| 4 | 0.0893 | -1223.7473 |